(1)
Density functional theory data (the ωB97M-V functional and the def2-TZVPD basis) for 4 unconnected molecules or ions with the total composition C19H34ClNO7.

Computed properties:
* largest force on an atom: 0.97 eV/Å
* total charge: 0
* SMILES: CO[C@H](Cl)[C@H](N)CC(C)C.O=C1CCCO1.O=C1CCCO1.O=C1CCCO1
* frontier orbital gap: 9.684 eV
* energy: -1786.009347 hartree
* HOMO: -9.12 eV

```
62
Properties=species:S:1:pos:R:3:forces:R:3
C 5.094 -1.028 -0.169 0.07 0.32 -0.35
O 4.377 -0.891 -1.398 0.09 0.05 0.67
C 3.248 -1.671 -1.512 -0.61 0.16 -0.60
Cl 3.300 -2.496 -3.132 0.10 0.04 0.04
C 1.914 -0.852 -1.414 0.96 0.03 0.16
N 2.149 0.491 -1.909 -0.02 -0.13 -0.34
C 1.401 -0.905 0.033 -0.31 0.30 -0.10
C -0.121 -0.973 0.185 -0.23 0.07 0.06
C -0.780 -2.018 -0.719 0.65 -0.26 -0.04
C -0.800 0.378 0.014 -0.30 -0.34 0.21
H 5.274 -0.033 0.230 0.03 0.16 0.00
H 6.055 -1.496 -0.367 0.07 -0.20 0.07
H 4.537 -1.577 0.582 -0.08 -0.24 0.03
H 3.251 -2.486 -0.798 0.01 -0.17 0.12
H 1.232 -1.319 -2.112 -0.26 -0.21 0.08
H 2.461 1.131 -1.194 -0.09 0.05 -0.05
H 1.365 0.865 -2.422 0.03 0.08 0.15
H 1.840 -1.721 0.604 0.09 -0.29 -0.12
H 1.733 0.013 0.519 0.16 0.06 0.20
H -0.330 -1.282 1.207 0.11 -0.02 0.23
H -0.049 -2.778 -0.993 0.00 -0.23 0.00
H -1.593 -2.536 -0.223 -0.28 0.12 0.04
H -1.121 -1.588 -1.656 -0.21 0.11 -0.14
H -0.721 0.758 -1.000 0.11 0.14 -0.13
H -0.439 1.108 0.731 0.24 0.21 -0.02
H -1.850 0.230 0.242 -0.35 0.15 -0.09
O -3.374 -1.847 2.351 0.06 0.10 -0.04
C -4.285 -1.397 1.715 0.00 -0.15 0.15
C -5.533 -2.117 1.245 -0.05 0.20 -0.37
C -6.087 -1.169 0.183 0.04 -0.11 0.03
C -5.584 0.183 0.676 -0.22 -0.02 -0.10
O -4.330 -0.102 1.332 0.02 -0.01 -0.04
H -6.208 -2.220 2.096 0.02 -0.06 0.03
H -5.282 -3.100 0.857 0.02 -0.08 0.18
H -7.168 -1.205 0.072 0.00 0.04 0.05
H -5.640 -1.400 -0.786 -0.01 0.01 0.00
H -6.251 0.642 1.405 0.02 0.03 -0.01
H -5.406 0.889 -0.130 0.14 0.06 0.08
O -6.045 2.697 2.763 -0.13 -0.01 0.09
C -5.606 2.546 3.867 0.20 0.04 -0.19
C -4.385 1.748 4.278 -0.20 -0.14 0.39
C -4.575 1.600 5.787 0.06 -0.03 -0.09
C -5.371 2.854 6.126 0.07 -0.04 0.11
O -6.165 3.125 4.956 -0.03 -0.02 0.02
H -3.497 2.331 4.030 0.02 -0.02 -0.08
H -4.350 0.799 3.753 0.11 0.08 -0.17
H -3.647 1.519 6.349 0.00 0.06 0.00
H -5.174 0.713 5.997 0.00 0.01 0.02
H -4.728 3.717 6.310 0.01 0.00 -0.02
H -6.036 2.723 6.975 -0.09 0.06 -0.07
O 6.523 2.037 -6.886 -0.09 -0.04 0.03
C 6.603 1.484 -5.829 0.10 0.12 -0.09
C 7.867 1.081 -5.092 -0.13 -0.36 0.19
C 7.349 0.082 -4.059 0.11 0.06 -0.05
C 5.923 0.570 -3.835 0.07 -0.06 0.01
O 5.520 1.133 -5.100 0.03 0.00 0.02
H 8.291 1.972 -4.627 0.04 0.03 -0.05
H 8.589 0.652 -5.782 0.05 0.17 -0.07
H 7.935 0.043 -3.143 -0.04 0.04 0.02
H 7.331 -0.919 -4.491 -0.02 -0.01 0.02
H 5.865 1.354 -3.077 0.00 0.01 -0.01
H 5.240 -0.226 -3.566 -0.18 0.05 -0.07
```
Forces are in eV/Å.

Atom charges from the Löwdin analysis, given in e for atoms 1 to 4:
1. C -0.056
2. O -0.224
3. C -0.680
4. Cl 0.617



(2)
Density functional theory data (the ωB97M-V functional and the def2-TZVPD basis) for a molecular structure, C9H7CaF5I2 at a distorted geometry.

Computed properties:
* largest force on an atom: 2.17 eV/Å
* relative energy (zero: lowest compared OMol25 entry of this formula, charge and spin): 0.0 kcal per mole
* total charge: 0
* frontier orbital gap: 7.201 eV
* energy: -2119.415276 hartree
* HOMO: -8.10 eV

```
24
Properties=species:S:1:pos:R:3:forces:R:3
Ca -0.781 -0.504 0.121 0.14 -0.40 -0.31
I -0.525 -1.981 -3.143 -0.84 0.89 -0.66
C 0.669 -3.623 -2.777 -0.10 0.29 0.85
I 1.188 -3.551 -0.742 0.44 -0.33 0.59
H 1.535 -3.563 -3.375 0.99 0.11 -0.51
H 0.141 -4.518 -2.968 -0.57 -0.77 -0.11
C 2.397 3.448 0.614 -0.55 0.00 -0.25
C 2.931 2.485 -0.252 -1.53 -0.28 1.52
C 2.201 1.315 -0.495 0.35 0.64 0.17
C 0.922 1.073 0.011 -0.41 0.57 0.23
C 0.375 2.120 0.797 0.37 0.29 0.09
C 1.092 3.289 1.104 0.28 -0.44 -0.07
H 3.002 4.311 0.890 -0.24 -0.12 -0.04
H 3.942 2.588 -0.523 1.06 0.04 -0.72
H 2.696 0.548 -1.057 0.18 -0.37 -0.41
H -0.633 2.076 1.274 0.46 -0.23 -0.41
H 0.633 4.007 1.779 0.23 0.09 -0.16
F -4.337 -1.400 -0.084 -0.04 0.07 -0.31
C -3.234 -0.782 0.473 -0.23 -0.03 -0.65
F -3.708 0.377 1.065 -0.31 0.17 0.35
C -2.821 -1.708 1.578 -0.10 -0.38 0.06
F -1.944 -0.993 2.351 0.43 -0.25 0.31
F -2.048 -2.708 0.984 -0.23 0.34 0.54
F -3.691 -2.305 2.377 0.23 0.10 -0.10
```
Forces are in eV/Å.

Atom charges from the Löwdin analysis, given in e for atoms 1 to 4:
1. Ca 1.180
2. I 0.813
3. C -1.194
4. I 0.776



(3)
Density functional theory data (the ωB97M-V functional and the def2-TZVPD basis) for a molecular structure, C27H24BBrCl2F5FeN7O4S3 at a distorted geometry.

Computed properties:
* largest force on an atom: 1.20 eV/Å
* <S²>: 6.01
* relative energy (zero: lowest compared OMol25 entry of this formula, charge and spin): 0.0 kcal per mole
* total charge: -2
* frontier orbital gap (spin up / spin down): 6.503 / 6.772 eV
* spin multiplicity: 5
* energy: -8204.691031 hartree
* HOMO (spin up / spin down): -2.58 / -2.85 eV

```
75
Properties=species:S:1:pos:R:3:forces:R:3
Fe -0.424 -0.544 0.567 -0.28 0.02 0.34
C 3.418 -0.514 -1.724 0.65 0.17 -0.16
O 2.317 0.320 -1.434 -0.07 0.21 -0.02
C 1.706 0.933 -2.465 0.13 -0.08 0.09
C 2.195 0.992 -3.758 0.00 0.02 -0.02
C 1.484 1.710 -4.716 -0.01 -0.02 0.08
Br 2.183 1.790 -6.491 0.01 0.00 -0.01
C 0.310 2.352 -4.426 0.01 -0.01 0.02
C -0.200 2.270 -3.122 -0.07 0.09 -0.17
C 0.494 1.575 -2.146 -0.08 -0.08 -0.14
O 0.086 1.473 -0.868 0.13 -0.04 0.33
C -1.457 2.976 -2.824 -0.08 0.01 0.02
N -1.782 4.130 -3.359 -0.03 0.04 -0.04
C -3.019 4.427 -2.817 0.02 0.00 -0.02
C -3.844 5.534 -3.022 -0.01 0.01 -0.01
C -5.044 5.580 -2.337 -0.01 0.01 -0.01
C -5.424 4.551 -1.457 0.06 0.02 -0.04
C -4.621 3.449 -1.235 -0.02 0.17 0.03
C -3.417 3.412 -1.933 0.01 0.08 -0.05
N -2.392 2.494 -1.954 0.12 0.50 -0.21
H 3.162 -1.238 -2.498 0.41 0.37 0.24
H 3.636 -1.050 -0.804 0.02 0.00 0.00
H 4.288 0.085 -2.021 0.07 0.13 0.11
H 3.110 0.489 -4.024 0.01 -0.03 0.02
H -0.238 2.915 -5.166 0.00 0.00 -0.01
H -0.699 2.011 -0.667 0.07 0.02 0.00
H -3.542 6.325 -3.697 0.00 0.01 0.00
H -5.706 6.427 -2.475 -0.01 0.01 -0.01
H -6.368 4.627 -0.932 -0.01 0.00 0.01
H -4.899 2.659 -0.545 -0.02 0.18 -0.14
H -2.439 1.545 -1.550 -0.05 -0.16 -0.07
C -1.795 -2.529 5.016 -0.01 0.01 0.01
N -0.594 -3.012 4.370 0.02 0.01 -0.01
C 0.510 -3.548 4.999 -0.01 -0.01 -0.01
C 1.399 -3.836 4.024 -0.02 -0.01 0.00
N 0.852 -3.481 2.812 0.00 0.01 -0.01
B 1.606 -3.646 1.455 0.03 0.00 -0.01
N 2.931 -2.808 1.556 -0.05 0.06 -0.03
C 4.201 -3.310 1.402 0.01 -0.02 0.00
C 5.088 -2.298 1.526 -0.02 0.01 0.02
N 4.342 -1.157 1.757 -0.03 0.00 -0.05
C 4.851 0.186 1.905 0.00 0.01 0.00
C 3.013 -1.478 1.773 0.05 -0.05 0.01
S 1.793 -0.341 2.068 -0.03 -0.01 -0.08
C -0.372 -2.958 3.027 0.06 0.02 0.04
S -1.525 -2.358 1.928 -0.01 -0.02 -0.11
H -1.793 -2.883 6.047 0.00 0.01 0.00
H -2.670 -2.911 4.493 0.00 -0.01 0.01
H -1.834 -1.442 4.991 0.00 -0.02 0.00
H 0.556 -3.671 6.066 0.00 0.00 0.00
H 2.385 -4.263 4.088 0.00 0.00 0.00
H 0.926 -3.247 0.560 0.00 -0.03 0.00
H 1.953 -4.805 1.325 0.01 0.00 0.03
H 4.359 -4.356 1.206 0.00 0.00 -0.01
H 6.161 -2.278 1.465 0.00 0.00 -0.01
H 5.848 0.232 1.469 -0.01 0.00 0.00
H 4.893 0.478 2.956 -0.01 0.00 0.00
H 4.180 0.873 1.391 0.01 -0.01 -0.01
S -2.882 -0.353 -0.873 -0.12 -0.40 0.21
C -4.211 0.357 -0.140 -0.02 -0.21 0.06
N -5.161 0.850 0.315 0.06 -0.29 0.13
Cl -1.387 -4.244 -1.575 0.00 0.02 0.00
C -0.416 -3.310 -2.719 -0.02 0.02 0.03
Cl -1.448 -2.578 -3.981 0.01 0.02 0.01
C 0.420 -2.189 -2.046 -0.15 -0.10 0.11
O 1.540 -2.033 -2.523 -0.96 -0.69 -0.20
O -0.147 -1.565 -1.112 0.14 0.03 -0.27
H 0.255 -3.991 -3.226 0.00 0.00 0.00
F -1.792 2.166 0.926 0.00 -0.02 0.04
C -1.021 1.281 1.712 0.12 0.05 0.02
F 0.079 2.068 2.070 -0.04 -0.03 -0.01
C -1.810 1.192 3.018 0.02 0.03 -0.01
F -2.068 2.403 3.574 -0.01 -0.02 -0.01
F -2.984 0.583 2.862 -0.02 -0.03 -0.01
F -1.103 0.506 3.945 0.01 0.01 -0.01
```
Forces are in eV/Å.

Atom charges from the Löwdin analysis, given in e for atoms 1 to 4:
1. Fe 0.438
2. C -0.083
3. O -0.069
4. C -0.208



(4)
Density functional theory data (the ωB97M-V functional and the def2-TZVPD basis) for a molecular structure, C19H25N3O4Pb.

Computed properties:
* largest force on an atom: 0.40 eV/Å
* relative energy (zero: lowest compared OMol25 entry of this formula, charge and spin): 0.0 kcal per mole
* total charge: 0
* frontier orbital gap: 6.870 eV
* energy: -1397.071809 hartree
* HOMO: -7.78 eV

```
52
Properties=species:S:1:pos:R:3:forces:R:3
Pb 1.726 -0.955 0.078 0.12 -0.38 -0.05
C 2.038 2.166 2.767 0.00 -0.01 0.03
C 2.193 2.359 1.303 0.00 0.08 0.09
N 2.180 1.410 0.387 -0.14 0.09 -0.03
C 2.336 2.014 -0.837 0.04 0.15 -0.06
C 2.462 3.362 -0.651 -0.03 -0.12 0.06
N 2.370 3.551 0.706 0.00 -0.03 -0.12
C 2.651 4.556 -1.521 0.01 0.00 -0.07
O 2.728 4.345 -2.811 -0.03 -0.04 -0.01
O 2.724 5.643 -0.999 0.00 0.01 0.04
C 2.344 1.207 -2.097 0.01 0.11 -0.01
O 2.501 1.789 -3.171 0.01 0.02 0.01
O 2.185 -0.048 -1.949 -0.04 -0.05 0.01
H 1.882 1.111 2.982 -0.01 0.00 0.00
H 1.181 2.724 3.144 0.00 0.00 0.00
H 2.927 2.501 3.303 0.00 0.00 0.00
H 2.428 4.469 1.124 0.00 0.00 0.02
H 2.633 3.361 -3.033 0.05 0.03 0.02
C -2.058 -3.343 2.875 0.01 -0.02 -0.01
C -1.538 -1.947 2.533 0.01 0.01 -0.01
C -1.846 -0.959 3.659 0.01 0.00 0.00
C -2.087 -1.485 1.200 -0.12 0.04 0.06
C -3.419 -1.103 1.107 0.09 -0.02 0.02
C -3.955 -0.673 -0.094 -0.01 0.00 -0.02
C -3.152 -0.624 -1.220 -0.02 0.00 -0.02
C -1.819 -1.013 -1.178 -0.07 0.05 -0.14
C -0.998 -0.934 -2.445 0.05 0.02 0.00
C -1.569 -1.835 -3.540 0.00 -0.01 -0.02
C -0.878 0.511 -2.934 0.00 -0.02 0.01
C -1.271 -1.464 0.041 0.09 0.02 0.21
N 0.007 -2.027 0.135 0.02 0.08 -0.05
H -1.629 -3.698 3.814 0.00 -0.01 0.01
H -1.802 -4.054 2.089 0.00 -0.01 -0.01
H -3.145 -3.336 2.982 -0.02 0.00 0.00
H -0.456 -2.017 2.421 -0.01 0.00 0.02
H -2.917 -0.878 3.846 -0.02 0.00 0.01
H -1.475 0.040 3.423 0.00 0.01 -0.01
H -1.377 -1.287 4.590 0.01 0.00 0.01
H -4.050 -1.140 1.986 0.00 0.00 0.02
H -4.995 -0.377 -0.153 -0.01 0.00 0.00
H -3.577 -0.283 -2.157 0.02 0.00 -0.02
H 0.003 -1.298 -2.222 -0.04 0.00 -0.02
H -2.568 -1.514 -3.838 -0.01 0.00 0.00
H -1.635 -2.869 -3.199 0.00 -0.01 0.00
H -0.930 -1.805 -4.424 0.01 0.00 -0.02
H -1.848 0.900 -3.249 -0.01 0.01 0.00
H -0.189 0.580 -3.776 0.01 -0.01 -0.02
H -0.506 1.167 -2.143 0.00 0.02 0.03
C 3.810 -1.627 0.277 -0.09 0.01 0.00
H 4.376 -0.854 0.787 0.02 0.02 0.02
H 4.164 -1.754 -0.742 0.06 -0.01 -0.02
H 3.838 -2.563 0.825 0.03 -0.04 0.03
```
Forces are in eV/Å.

Atom charges from the Löwdin analysis, given in e for atoms 1 to 4:
1. Pb 1.486
2. C 0.016
3. C -0.333
4. N 0.043



(5)
Density functional theory data (the ωB97M-V functional and the def2-TZVPD basis) for 2 unconnected molecules or ions with the total composition CH7OS at a distorted geometry.

Computed properties:
* largest force on an atom: 1.03 eV/Å
* relative energy (zero: lowest compared OMol25 entry of this formula, charge and spin): 9.4 kcal per mole
* total charge: +1
* frontier orbital gap: 10.512 eV
* energy: -515.415450 hartree
* HOMO: -14.63 eV

```
10
Properties=species:S:1:pos:R:3:forces:R:3
O -0.811 0.836 2.651 -0.27 -0.18 0.22
H 0.392 -2.009 -1.991 0.14 0.09 0.02
H -1.653 0.570 3.050 0.23 0.09 -0.23
H -0.282 1.088 3.417 0.08 0.05 -0.10
C 0.759 0.173 -0.966 0.93 0.06 0.44
S -0.047 -0.760 -2.254 -0.40 -0.22 -0.22
H 1.803 0.232 -1.281 -0.04 0.00 -0.06
H 0.373 1.181 -0.928 -0.37 0.14 -0.17
H 0.720 -0.290 0.013 -0.29 -0.17 0.04
H -1.254 -1.022 -1.709 -0.01 0.14 0.05
```
Forces are in eV/Å.

Atom charges from the Löwdin analysis, given in e for atoms 1 to 4:
1. O -0.074
2. H 0.007
3. H 0.044
4. H 0.040



(6)
Density functional theory data (the ωB97M-V functional and the def2-TZVPD basis) for 2 unconnected molecules or ions with the total composition C2H4N4 at a distorted geometry.

Computed properties:
* largest force on an atom: 7.38 eV/Å
* relative energy (zero: lowest compared OMol25 entry of this formula, charge and spin): 16.8 kcal per mole
* total charge: +2
* frontier orbital gap: 8.934 eV
* energy: -296.757589 hartree
* HOMO: -19.45 eV

```
10
Properties=species:S:1:pos:R:3:forces:R:3
C 2.522 -1.651 -0.032 -3.77 3.69 -0.68
C 0.635 1.162 0.052 -2.27 1.82 0.40
N -2.492 -0.501 -0.022 -2.00 -0.58 -0.02
N 0.640 -0.096 -0.048 -2.82 0.56 -0.77
N -3.583 -0.603 -0.006 3.18 0.69 0.00
N 1.653 -0.850 -0.036 6.14 -4.05 0.65
H 3.362 -2.277 -0.297 0.04 -0.26 0.37
H -0.321 1.797 -0.049 0.94 -1.86 -0.11
H 1.354 1.861 0.361 2.13 0.18 0.14
H -4.574 -0.426 0.040 -1.56 -0.20 0.02
```
Forces are in eV/Å.

Atom charges from the Löwdin analysis, given in e for atoms 1 to 4:
1. C 0.398
2. C 0.135
3. N 0.406
4. N 0.018



- Which value of largest force on an atom does entry 6 give?
  7.38 eV/Å



- Which value of largest force on an atom does entry 2 give?
  2.17 eV/Å



- Among the records above, which one has the highest total charge?
  C2H4N4